{
  "formula": "H23O12",
  "method": "wB97M-V/def2-TZVPD",
  "symbols": ["O", "H", "H", "O", "H", "H", "O", "H", "O", "H", "H", "O", "H", "H", "O", "H", "H", "O", "H", "H", "O", "H", "H", "O", "H", "H", "O", "H", "H", "O", "H", "H", "O", "H", "H"],
  "xyz": [[1.791, -1.164, 2.448], [1.805, -0.456, 3.105], [1.530, -0.624, 1.688], [-1.024, 0.701, 4.590], [-1.112, -0.095, 4.045], [-0.329, 1.038, 4.006], [-1.354, -1.707, -3.270], [-1.002, -0.864, -3.571], [-3.820, -2.631, -0.890], [-3.274, -3.430, -0.831], [-3.044, -2.004, -0.883], [-1.364, 1.149, 0.252], [-2.171, 1.375, -0.160], [-1.255, 0.006, 0.315], [0.526, -2.562, -0.099], [0.828, -2.229, 0.754], [-1.447, -1.516, -2.326], [2.432, 1.893, 0.664], [1.880, 1.395, 0.048], [3.281, 1.457, 0.685], [-1.637, -1.159, -0.290], [-2.083, -1.836, 0.225], [-0.336, -2.074, -0.261], [0.309, 0.491, -1.567], [-0.268, 1.064, -0.964], [-0.084, -0.385, -1.512], [3.133, 0.241, -1.636], [2.187, 0.102, -1.831], [3.471, -0.662, -1.640], [1.069, 3.672, -2.390], [0.544, 3.062, -2.904], [1.250, 3.256, -1.542], [0.057, 1.393, 2.197], [-0.824, 1.072, 2.003], [0.334, 2.030, 1.541]],
  "nbo_charge": [-0.958, 0.476, 0.481, -0.955, 0.454, 0.489, -0.954, 0.461, -0.964, 0.452, 0.482, -1.083, 0.472, 0.524, -1.015, 0.462, 0.484, -0.976, 0.489, 0.485, -1.187, 0.457, 0.487, -1.049, 0.508, 0.491, -0.979, 0.503, 0.464, -0.953, 0.474, 0.480, -1.006, 0.503, 0.503],
  "e_homo_ev": -7.277,
  "homo_lumo_gap_ev": 10.16,
  "charge": -1,
  "e_tot_ev": -24945.590,
  "relative_energy_kcal_mol": 55.8
}



{
  "formula": "H5P3S",
  "method": "wB97M-V/def2-TZVPD",
  "symbols": ["P", "P", "P", "S", "H", "H", "H", "H", "H"],
  "xyz": [[-1.246, -0.873, -1.207], [-0.084, 1.287, 1.732], [0.776, -0.525, -1.739], [1.594, 1.313, 0.662], [-1.849, -0.871, -2.534], [-1.010, -2.379, -1.200], [0.736, 0.727, 2.868], [-0.025, 2.540, 2.082], [1.108, -1.219, -0.665]],
  "nbo_charge": [-0.020, 0.233, 0.180, -0.337, 0.010, 0.025, 0.003, -0.041, -0.053],
  "e_homo_ev": [-8.771, -8.221],
  "homo_lumo_gap_ev": [7.45, 6.43],
  "e_tot_ev": -38779.287,
  "relative_energy_kcal_mol": 49.7
}



{
  "formula": "CH2N2O2S",
  "method": "wB97M-V/def2-TZVPD",
  "symbols": ["C", "N", "N", "O", "O", "S", "H", "H"],
  "xyz": [[-0.002, 0.278, -0.111], [0.808, -0.637, 0.351], [-1.327, 0.303, -0.103], [0.966, -1.971, -0.120], [2.012, -1.061, -0.231], [0.942, 2.385, -0.111], [-1.669, -0.531, 0.317], [-1.730, 1.235, 0.008]],
  "nbo_charge": [0.439, 0.038, -0.734, -0.105, -0.048, -0.446, 0.397, 0.458],
  "e_homo_ev": -8.343,
  "homo_lumo_gap_ev": 7.63,
  "e_tot_ev": -18970.013,
  "relative_energy_kcal_mol": 260.9
}



{
  "formula": "C20H32Cl2NOP2STi",
  "method": "wB97M-V/def2-TZVPD",
  "symbols": ["C", "C", "H", "H", "H", "O", "Cl", "Ti", "P", "C", "C", "H", "H", "H", "H", "H", "H", "C", "H", "H", "H", "P", "C", "C", "H", "H", "H", "C", "H", "H", "H", "H", "H", "H", "Cl", "N", "S", "C", "C", "C", "C", "C", "C", "C", "C", "C", "C", "C", "C", "H", "H", "H", "H", "H", "H", "H", "H", "H", "H", "H"],
  "xyz": [[1.141, -0.196, -6.636], [1.271, -0.044, -5.150], [2.174, -0.132, -7.002], [0.568, 0.620, -7.111], [0.724, -1.169, -6.949], [2.249, 0.151, -4.479], [-0.422, -0.202, -4.152], [-0.588, -0.197, -1.632], [-0.021, 2.251, -1.661], [1.264, 2.999, -0.610], [0.381, 2.812, -3.347], [0.398, 3.910, -3.334], [-1.437, 4.210, -1.787], [-0.368, 2.464, -4.069], [-2.399, 2.699, -1.746], [2.259, 2.794, -1.034], [1.355, 2.422, -3.673], [-1.532, 3.219, -1.328], [1.096, 4.084, -0.566], [-1.702, 3.340, -0.254], [1.205, 2.576, 0.403], [0.215, -2.514, -1.356], [1.573, -3.118, -0.305], [-1.215, -3.526, -0.858], [-0.050, -2.797, -3.753], [0.494, -4.300, -2.934], [1.653, -2.968, -3.253], [0.616, -3.210, -2.987], [-2.108, -3.203, -1.399], [-1.009, -4.576, -1.090], [1.555, -4.216, -0.298], [1.490, -2.746, 0.726], [-1.418, -3.427, 0.213], [2.527, -2.787, -0.734], [-2.772, -0.337, -2.072], [-0.580, -0.044, 0.424], [-0.379, -0.902, 1.872], [1.015, -0.136, 2.770], [2.086, -0.954, 3.153], [3.214, -0.397, 3.768], [3.260, 0.970, 4.054], [2.162, 1.774, 3.721], [1.015, 1.206, 3.141], [-1.733, -0.400, 3.003], [-3.018, -0.159, 2.506], [-4.040, 0.224, 3.362], [-3.825, 0.314, 4.734], [-2.576, -0.016, 5.250], [-1.542, -0.396, 4.401], [-0.926, 0.899, 0.662], [2.008, -2.024, 2.993], [4.057, -1.033, 4.005], [4.148, 1.398, 4.532], [2.213, 2.838, 3.909], [0.118, 1.809, 3.024], [-3.218, -0.288, 1.429], [-5.032, 0.467, 2.958], [-4.622, 0.638, 5.407], [-2.394, 0.026, 6.327], [-0.577, -0.701, 4.811]],
  "nbo_charge": [-0.751, 0.694, 0.284, 0.290, 0.287, -0.442, -0.140, 1.111, 0.842, -0.927, -0.934, 0.257, 0.263, 0.254, 0.266, 0.264, 0.252, -0.926, 0.262, 0.251, 0.252, 0.841, -0.921, -0.922, 0.251, 0.259, 0.253, -0.935, 0.267, 0.259, 0.264, 0.243, 0.253, 0.259, -0.374, -1.166, 1.045, -0.257, -0.208, -0.181, -0.160, -0.209, -0.163, -0.149, -0.252, -0.184, -0.160, -0.191, -0.232, 0.368, 0.229, 0.243, 0.248, 0.241, 0.223, 0.237, 0.243, 0.246, 0.247, 0.238],
  "e_homo_ev": [-14.552, -14.585],
  "homo_lumo_gap_ev": [8.01, 8.30],
  "charge": 2,
  "e_tot_ev": -102357.892,
  "multiplicity": 2
}



{
  "formula": "CH7N2P",
  "method": "wB97M-V/def2-TZVPD",
  "symbols": ["C", "N", "N", "P", "H", "H", "H", "H", "H", "H", "H"],
  "xyz": [[-0.359, 0.307, -0.189], [1.814, -0.707, 0.455], [0.736, -0.739, -0.481], [-1.990, -0.470, 0.226], [-0.497, 0.993, -1.033], [-0.039, 0.934, 0.662], [2.388, 0.094, 0.285], [1.446, -0.600, 1.259], [0.267, -1.618, -0.479], [-2.118, -0.409, -1.088], [-2.647, 0.789, 0.528]],
  "nbo_charge": [-0.648, -0.622, -0.469, 0.498, 0.236, 0.194, 0.342, 0.313, 0.338, -0.095, -0.087],
  "e_homo_ev": [-4.553, -9.317],
  "homo_lumo_gap_ev": [5.88, 5.77],
  "e_tot_ev": -13411.218,
  "relative_energy_kcal_mol": 102.9,
  "multiplicity": 3
}



{
  "formula": "C21H33BeN3O7P2",
  "method": "wB97M-V/def2-TZVPD",
  "symbols": ["P", "P", "C", "C", "H", "H", "H", "H", "C", "H", "H", "H", "C", "H", "H", "H", "C", "H", "H", "H", "C", "H", "H", "H", "Be", "C", "C", "C", "C", "C", "C", "C", "C", "C", "H", "H", "H", "H", "H", "H", "H", "H", "H", "H", "H", "H", "H", "H", "H", "O", "N", "O", "C", "C", "C", "C", "O", "C", "C", "N", "O", "O", "N", "O", "O", "H", "H"],
  "xyz": [[-3.499, 3.573, 1.112], [-4.543, 2.154, -2.246], [-4.208, 4.256, -0.425], [-5.277, 3.456, -1.197], [-3.370, 4.512, -1.100], [-4.668, 5.210, -0.111], [-6.074, 3.059, -0.549], [-5.788, 4.127, -1.911], [-4.131, 3.216, -3.704], [-3.365, 2.755, -4.338], [-3.768, 4.202, -3.388], [-5.031, 3.366, -4.313], [-5.860, 1.131, -2.952], [-6.262, 1.622, -3.848], [-6.675, 0.992, -2.232], [-5.461, 0.150, -3.238], [-1.922, 4.389, 1.458], [-1.293, 3.799, 2.142], [-2.137, 5.350, 1.956], [-1.344, 4.609, 0.544], [-4.621, 4.079, 2.435], [-5.570, 3.510, 2.374], [-4.820, 5.156, 2.326], [-4.130, 3.893, 3.402], [1.192, 1.506, 0.556], [-2.940, -0.306, -1.770], [-3.073, 1.122, -2.168], [-2.029, 1.805, -1.186], [-2.254, 1.464, 0.291], [-3.689, 1.716, 0.897], [-4.774, 1.073, 0.105], [-4.705, -0.425, 0.096], [-3.430, -0.984, -0.584], [0.854, 1.990, 2.155], [-2.617, -0.970, -2.578], [-2.636, 1.182, -3.188], [-1.941, 2.894, -1.349], [-1.055, 1.376, -1.460], [-1.935, 0.437, 0.498], [-1.516, 2.061, 0.854], [-3.683, 1.355, 1.944], [-5.798, 1.415, 0.352], [-5.592, -0.857, -0.388], [-4.730, -0.856, 1.129], [-2.639, -1.117, 0.183], [-3.630, -2.033, -0.905], [1.340, 1.213, 2.767], [-0.199, 2.019, 2.443], [1.345, 2.943, 2.395], [5.902, -3.151, -1.134], [4.710, -3.519, -1.052], [4.347, -4.715, -1.109], [3.689, -2.505, -0.888], [4.024, -1.152, -0.835], [3.039, -0.191, -0.572], [1.679, -0.618, -0.456], [0.725, 0.185, -0.052], [1.361, -1.955, -0.756], [2.347, -2.921, -0.850], [-0.037, -2.208, -1.123], [-0.625, -3.203, -0.661], [-0.528, -1.374, -1.900], [3.381, 1.191, -0.584], [4.473, 1.583, -0.971], [2.473, 2.071, -0.163], [5.055, -0.832, -0.957], [2.082, -3.966, -0.951]],
  "nbo_charge": [1.583, 1.635, -0.754, -0.725, 0.251, 0.251, 0.259, 0.233, -1.016, 0.248, 0.229, 0.242, -0.969, 0.235, 0.256, 0.268, -0.984, 0.304, 0.267, 0.278, -0.972, 0.269, 0.247, 0.265, 1.609, -0.044, -0.633, -0.416, -0.467, -0.482, -0.598, -0.398, -0.497, -1.399, 0.214, 0.234, 0.174, 0.272, 0.265, 0.228, 0.208, 0.175, 0.206, 0.173, 0.219, 0.236, 0.230, 0.166, 0.211, -0.383, 0.513, -0.396, -0.023, -0.172, -0.021, 0.379, -0.917, 0.001, -0.188, 0.517, -0.378, -0.382, 0.360, -0.443, -0.798, 0.275, 0.265],
  "e_homo_ev": [-5.788, -7.110],
  "homo_lumo_gap_ev": [5.30, 6.66],
  "e_tot_ev": -60082.322,
  "relative_energy_kcal_mol": 16.1
}



{
  "formula": "H5NP4",
  "method": "wB97M-V/def2-TZVPD",
  "symbols": ["P", "P", "P", "N", "P", "H", "H", "H", "H", "H"],
  "xyz": [[2.082, -0.098, -0.596], [0.701, -0.710, 1.039], [-1.019, -1.992, 0.191], [-1.567, -0.147, -0.600], [-0.887, 0.616, 0.605], [3.205, -0.560, 0.049], [1.762, -1.262, -1.148], [-2.524, -0.135, -0.484], [-0.690, 1.869, 0.205], [-1.870, 0.891, 1.533]],
  "nbo_charge": [0.028, -0.085, -0.032, -1.193, 1.018, -0.008, -0.003, 0.376, -0.070, -0.030],
  "e_homo_ev": -7.039,
  "homo_lumo_gap_ev": 7.01,
  "e_tot_ev": -38723.128,
  "smiles": "PP1#P2N[PH2]12",
  "relative_energy_kcal_mol": 26.3
}



{
  "formula": "C19H34N4O",
  "method": "wB97M-V/def2-TZVPD",
  "symbols": ["C", "C", "C", "N", "C", "C", "N", "C", "C", "C", "N", "N", "C", "C", "C", "C", "C", "C", "C", "C", "C", "C", "C", "O", "H", "H", "H", "H", "H", "H", "H", "H", "H", "H", "H", "H", "H", "H", "H", "H", "H", "H", "H", "H", "H", "H", "H", "H", "H", "H", "H", "H", "H", "H", "H", "H", "H", "H"],
  "xyz": [[-4.377, -2.029, 1.780], [-3.797, -0.709, 1.263], [-3.511, 0.245, 2.432], [-2.659, -0.976, 0.389], [-1.478, -1.426, 1.106], [-0.456, -1.996, 0.134], [-0.054, -0.947, -0.779], [1.019, -1.370, -1.670], [2.283, -1.591, -0.911], [2.930, -2.809, -0.640], [4.020, -2.622, 0.077], [4.088, -1.307, 0.284], [3.070, -0.632, -0.292], [2.874, 0.844, -0.206], [4.162, 1.607, 0.110], [3.889, 3.109, 0.124], [2.821, 3.447, 1.160], [1.536, 2.673, 0.877], [1.805, 1.173, 0.846], [-1.219, -0.483, -1.499], [-2.284, 0.082, -0.546], [-3.459, 0.588, -1.400], [-4.042, 1.925, -0.932], [-5.011, 2.422, -1.825], [-4.455, -2.741, 0.963], [-3.759, -2.462, 2.561], [-5.368, -1.858, 2.193], [-4.568, -0.253, 0.639], [-4.443, 0.502, 2.929], [-2.852, -0.219, 3.162], [-3.047, 1.162, 2.076], [-1.768, -2.202, 1.812], [-0.998, -0.601, 1.660], [0.422, -2.344, 0.682], [-0.899, -2.852, -0.406], [1.169, -0.570, -2.403], [0.752, -2.292, -2.217], [2.642, -3.795, -0.945], [4.859, -0.928, 0.809], [2.496, 1.180, -1.179], [4.929, 1.374, -0.632], [4.535, 1.311, 1.094], [4.810, 3.650, 0.349], [3.548, 3.425, -0.865], [2.620, 4.520, 1.150], [3.188, 3.186, 2.156], [0.790, 2.900, 1.642], [1.130, 2.986, -0.088], [0.894, 0.625, 0.596], [2.151, 0.840, 1.828], [-0.904, 0.309, -2.183], [-1.679, -1.297, -2.089], [-1.829, 0.937, -0.011], [-3.114, 0.737, -2.425], [-4.238, -0.177, -1.433], [-3.256, 2.683, -0.911], [-4.465, 1.841, 0.078], [-5.712, 1.767, -1.917]],
  "nbo_charge": [-0.612, -0.031, -0.640, -0.460, -0.230, -0.223, -0.453, -0.244, -0.101, -0.068, -0.276, -0.329, 0.162, -0.258, -0.395, -0.391, -0.395, -0.397, -0.409, -0.201, -0.048, -0.441, -0.051, -0.714, 0.220, 0.199, 0.210, 0.192, 0.215, 0.207, 0.207, 0.207, 0.171, 0.215, 0.167, 0.203, 0.178, 0.205, 0.408, 0.212, 0.212, 0.187, 0.208, 0.195, 0.207, 0.192, 0.208, 0.192, 0.252, 0.191, 0.197, 0.169, 0.167, 0.216, 0.206, 0.177, 0.155, 0.461],
  "e_homo_ev": -8.535,
  "homo_lumo_gap_ev": 9.29,
  "e_tot_ev": -28262.719,
  "smiles": "CC(C)N1CCN(Cc2cn[nH]c2C2CCCCC2)C[C@H]1CCO",
  "relative_energy_kcal_mol": 0.0
}